1.
# C40H36IrN6O2P2S2

C40H36IrN6O2P2S2 as an isolated structure (wB97M-V/def2-TZVPD, the OMol25 dataset).

Geometry as ORCA input:
```
! RIJCOSX wB97M-V def2-TZVPD def2/J DEFGRID3
* xyz 3 1
Ir -0.32122 -0.03001 0.68384
N 0.04637 0.98207 -1.11315
C -1.22238 1.06647 -1.83172
C -1.49457 1.97740 -2.80756
C -2.70512 1.88601 -3.52837
C -3.57460 0.85813 -3.29657
C -3.29716 -0.10642 -2.29821
C -4.11587 -1.23083 -2.04384
C -3.74431 -2.12822 -1.08360
C -2.59782 -1.88051 -0.31422
N -1.83124 -0.82198 -0.49323
C -2.13171 0.03822 -1.52713
H 0.51424 1.88179 -1.03895
H 0.66901 0.38922 -1.66713
H -0.78145 2.75603 -3.05059
H -2.92033 2.61977 -4.29238
H -4.48077 0.76231 -3.88044
H -5.01762 -1.37865 -2.62482
H -4.32652 -3.01601 -0.88409
H -2.31776 -2.55994 0.47557
N -1.13478 3.26562 0.54089
C -1.92240 2.49091 1.33343
N -1.69454 1.20505 1.51800
C -2.48742 0.67863 2.53892
C -3.41566 1.53465 3.00609
S -3.25051 3.07354 2.25094
C -2.13113 -0.67156 2.93938
C -2.67964 -1.50100 3.84600
S -1.92034 -3.05060 3.77137
C -0.92467 -2.50824 2.47548
N -1.07641 -1.22243 2.21006
N -0.16969 -3.33170 1.72676
H -0.14927 3.06240 0.66329
H -1.35238 4.25048 0.50991
H -4.16543 1.36930 3.76221
H -3.50318 -1.31873 4.51648
H -0.07501 -4.29784 1.99559
H 0.55085 -2.91143 1.15164
O 1.34820 -1.27099 0.31215
P 2.88120 -1.19774 0.39398
C 3.50047 0.43987 0.95528
P 2.43657 1.19644 2.22448
O 1.08881 1.27622 1.48090
C 2.45195 0.24198 3.71873
C 1.25913 -0.15480 4.31476
C 1.28968 -0.88309 5.49587
C 2.50834 -1.21184 6.07281
C 3.70158 -0.80708 5.48211
C 3.67899 -0.07684 4.30818
C 3.02978 2.83213 2.56871
C 3.38247 3.68635 1.51718
C 3.80130 4.97583 1.78789
C 3.86966 5.42006 3.10496
C 3.51480 4.58032 4.15008
C 3.09411 3.28533 3.88752
C 3.59378 -1.53490 -1.19799
C 3.20433 -2.72236 -1.82576
C 3.75235 -3.06491 -3.04861
C 4.69517 -2.23385 -3.64395
C 5.09124 -1.05930 -3.02082
C 4.54191 -0.70477 -1.79721
C 3.59766 -2.32982 1.58594
C 2.89191 -2.93341 2.62208
C 3.54473 -3.77758 3.50753
C 4.90432 -4.01485 3.36977
C 5.61954 -3.40161 2.34811
C 4.97007 -2.56753 1.45421
H 3.49544 1.15546 0.12993
H 4.53110 0.30946 1.29182
H 0.31479 0.13450 3.87490
H 0.36492 -1.17627 5.97558
H 2.53302 -1.77210 6.99835
H 4.64744 -1.05436 5.94471
H 4.61195 0.24982 3.86213
H 3.34264 3.35126 0.48668
H 4.08645 5.63399 0.97852
H 4.20792 6.42605 3.31434
H 3.57241 4.93014 5.17161
H 2.82516 2.63197 4.70726
H 2.48521 -3.38456 -1.35752
H 3.45429 -3.98338 -3.53535
H 5.12779 -2.50871 -4.59658
H 5.83206 -0.42189 -3.48369
H 4.87091 0.20911 -1.31941
H 1.84616 -2.71444 2.77281
H 2.99260 -4.24517 4.31218
H 5.41031 -4.67874 4.05802
H 6.67888 -3.58881 2.23730
H 5.53165 -2.12455 0.63896
*
```

Results
**DFT total energy**: -98170.5777 eV
**Highest occupied orbital energy**: -15.8 eV
**Energy above the lowest of the compared OMol25 structures with the same formula, charge and spin**: 0.0 kcal per mole
**Orbital gap**: 8.0 eV

=====

2.
# C40H36N4O6PRuS4

C40H36N4O6PRuS4 as an isolated structure at a distorted geometry (wB97M-V/def2-TZVPD, the OMol25 dataset).

Geometry as ORCA input:
```
! RIJCOSX wB97M-V def2-TZVPD def2/J DEFGRID3
* xyz 0 2
Ru -0.50141 -0.01760 -0.32212
O -0.65921 2.06062 0.76249
C -1.67439 2.13338 1.74432
C -2.90749 1.49723 1.18682
C -4.17892 1.95030 1.50260
C -5.27446 1.27784 0.99533
C -5.06687 0.18049 0.17488
C -3.76707 -0.19721 -0.10795
N -2.70738 0.45001 0.38799
H 0.19409 1.96367 1.25104
H -1.87279 3.16701 2.02986
H -1.36221 1.60275 2.64513
H -4.29446 2.81255 2.14745
H -6.27885 1.60440 1.23560
H -5.89393 -0.37696 -0.24564
H -3.55280 -1.03725 -0.75105
C 3.64176 4.13977 1.02922
C 2.48907 4.50577 0.35309
C 1.79823 3.57292 -0.41011
C 2.27414 2.26936 -0.51599
C 3.43153 1.90170 0.18062
C 4.11283 2.83440 0.94675
P 1.37709 1.02874 -1.47690
C 2.49221 0.49403 -2.81772
C 1.96556 -0.31707 -3.82665
C 2.75915 -0.70617 -4.89472
C 4.08458 -0.29699 -4.96892
C 4.61271 0.50640 -3.97019
C 3.82263 0.89969 -2.89590
C 0.05817 1.84316 -2.33384
C 0.05424 2.83260 -3.31352
C -1.17097 3.32523 -3.73287
C -2.34312 2.80962 -3.17112
C -2.31491 1.80065 -2.21315
C -1.08677 1.29594 -1.78843
H 4.16489 4.86732 1.63722
H 2.11432 5.51931 0.42988
H 0.88359 3.85552 -0.91430
H 3.79565 0.88355 0.12287
H 5.00368 2.53911 1.48817
H 0.93797 -0.63645 -3.77967
H 2.33866 -1.33564 -5.67044
H 4.70251 -0.59995 -5.80549
H 5.64414 0.83276 -4.02101
H 4.24872 1.53943 -2.13568
H 0.98389 3.20187 -3.73409
H -1.22401 4.10287 -4.48552
H -3.30177 3.20362 -3.49142
H -3.25025 1.42000 -1.82618
O -4.74194 -6.78584 0.31458
C -3.59138 -6.32375 -0.34549
N -3.13468 -5.03933 0.15581
C -2.86035 -4.88745 1.46564
O -3.01118 -5.79226 2.28074
C -2.34843 -3.54607 1.89661
C -2.39526 -3.19032 3.23257
C -1.83450 -1.98445 3.61923
C -1.24059 -1.18596 2.65681
N -1.21323 -1.51705 1.36418
C -1.74735 -2.68041 0.99943
H -4.49253 -6.86631 1.24701
H -3.85088 -6.18939 -1.39173
H -2.77364 -7.04094 -0.26530
H -3.06072 -4.26078 -0.48303
H -2.85371 -3.86684 3.94305
H -1.83850 -1.66209 4.65210
H -0.73722 -0.26737 2.92655
H -1.68039 -2.90660 -0.05574
C -1.84167 -2.24185 -5.23897
O -1.02781 -1.87338 -4.10963
C -1.45607 -2.10931 -2.88019
S -2.98122 -2.70233 -2.60286
S -0.13437 -1.88959 -1.73838
H -1.20604 -2.08984 -6.10502
H -2.72279 -1.60822 -5.28924
H -2.15146 -3.27985 -5.15642
O 1.86246 3.50571 3.67090
S 1.57742 2.13379 3.97681
O 0.64307 1.84638 5.03069
N 1.11827 1.32049 2.61579
C 1.93184 0.32667 2.32011
S 1.69192 -0.81654 1.09902
C 3.12664 0.25120 3.23329
C 4.19598 -0.62346 3.18732
C 5.18463 -0.50265 4.15813
C 5.09941 0.47106 5.15240
C 4.02711 1.35388 5.19396
C 3.06254 1.21956 4.21501
H 4.24559 -1.38110 2.41422
H 6.03057 -1.17792 4.14536
H 5.87593 0.53957 5.90456
H 3.95261 2.11670 5.95937
*
```

Results
**DFT total energy**: -115522.0500 eV
**Highest occupied orbital energy (alpha / beta)**: -7.4 / -7.7 eV
**<S²>**: 0.7587
**Energy above the lowest of the compared OMol25 structures with the same formula, charge and spin**: 15.6 kcal per mole
**Orbital gap (alpha / beta)**: 7.0 / 7.2 eV